DFT (wB97M-V/def2-TZVPD) results for a molecular structure, C37H30CoN2O2P2S2.

XYZ file:
```
76
Properties=species:S:1:pos:R:3:forces:R:3:lowdin_spin:R:1
Co 0.567641 -0.788970 0.615234 0.8 0.2 -0.3 1.008
C -1.146518 -1.773519 -1.870649 0.1 -0.1 -0.2 -0.002
P 0.630382 -1.820699 -1.390556 -0.4 0.3 0.1 -0.015
C 1.203587 -3.490320 -1.760669 0.1 0.0 0.0 -0.004
C 0.797975 -4.498443 -0.888468 0.0 0.0 0.0 -0.001
C 1.200118 -5.806426 -1.102970 0.0 0.0 0.0 0.000
C 2.014268 -6.113174 -2.182676 0.0 0.0 0.0 -0.001
C 2.422022 -5.111645 -3.052311 0.0 0.0 0.0 0.000
C 2.020439 -3.801157 -2.844619 -0.1 0.0 0.0 -0.001
C 1.501894 -0.693224 -2.520949 -0.1 0.0 -0.1 0.002
C 2.893542 -0.604730 -2.466460 0.0 -0.1 0.1 0.001
C 3.570827 0.297319 -3.266668 0.0 0.1 0.0 0.000
C 2.867878 1.136222 -4.121005 0.0 0.0 0.0 0.001
C 1.484852 1.066364 -4.170011 0.0 0.0 0.0 0.000
C 0.803765 0.155824 -3.375921 -0.1 0.0 0.1 0.001
C -1.746789 -0.622901 -1.132336 0.0 0.0 -0.1 0.003
C -2.850179 0.167122 -1.358694 0.1 0.0 0.0 0.005
C -2.938149 1.065716 -0.259828 0.1 -0.1 0.1 0.006
C -1.886903 0.767351 0.576144 0.1 0.1 0.0 0.003
C -1.416474 1.332831 1.879986 0.0 0.0 0.1 -0.002
P 0.393204 1.009463 1.916615 -0.2 0.2 -0.2 -0.017
C 1.161576 2.336642 0.930135 -0.1 0.0 0.0 0.003
C 2.550106 2.477311 0.920186 0.0 -0.1 0.1 0.002
C 3.155948 3.411930 0.099840 0.0 0.0 0.0 0.000
C 2.385901 4.212950 -0.732970 0.0 0.0 0.0 0.001
C 1.007927 4.072077 -0.738958 0.0 0.0 0.0 0.000
C 0.396659 3.139290 0.086210 0.0 -0.1 0.0 0.002
C 0.955205 1.230014 3.621241 0.0 -0.1 0.0 -0.004
C 0.759446 0.160024 4.495864 0.0 0.0 -0.1 -0.001
C 1.146119 0.267201 5.822135 0.0 0.0 0.0 0.000
C 1.733956 1.435662 6.281345 0.0 0.0 0.0 -0.001
C 1.926936 2.503217 5.415533 0.0 0.0 0.1 0.000
C 1.537856 2.405391 4.090157 -0.1 0.0 -0.1 -0.001
N -1.143834 -0.253513 0.041180 -0.3 0.0 0.0 -0.007
H -1.561023 -2.730748 -1.534663 0.0 0.0 0.0 0.000
H -1.300971 -1.723153 -2.951242 0.1 0.0 0.0 0.000
H 0.182763 -4.266957 -0.028480 0.0 0.0 0.0 0.000
H 0.883833 -6.577244 -0.413923 0.0 0.0 0.0 0.000
H 2.333644 -7.134251 -2.346035 0.0 0.0 0.0 0.000
H 3.055577 -5.348161 -3.896786 0.0 0.0 0.0 0.000
H 2.340406 -3.026856 -3.529840 0.0 0.0 0.0 0.000
H 3.448801 -1.246354 -1.792943 0.0 0.0 0.0 0.000
H 4.650556 0.350577 -3.216467 0.0 0.0 0.0 0.000
H 3.398282 1.845788 -4.742275 0.0 0.0 0.0 0.000
H 0.927540 1.725608 -4.822401 0.0 0.0 0.0 0.000
H -0.278057 0.140215 -3.404395 0.0 0.0 0.0 0.000
H -3.525797 0.097782 -2.195652 0.0 0.0 0.0 0.000
H -3.690670 1.819613 -0.096887 0.0 0.0 0.0 0.000
H -1.828570 0.774137 2.728406 0.0 0.0 0.0 0.000
H -1.674597 2.384381 2.021272 0.1 0.0 0.0 0.000
H 3.161000 1.847660 1.555459 0.0 0.0 0.0 0.000
H 4.233539 3.509010 0.106212 0.0 0.0 0.0 0.000
H 2.861985 4.939275 -1.378461 0.0 0.0 0.0 0.000
H 0.400265 4.683820 -1.392771 0.0 0.0 0.0 0.000
H -0.677938 3.020138 0.040555 0.0 0.0 0.0 0.000
H 0.309250 -0.761387 4.146240 0.0 0.0 0.0 0.000
H 0.989724 -0.568852 6.490842 0.0 0.0 0.0 0.000
H 2.041129 1.516655 7.315957 0.0 0.0 0.0 0.000
H 2.380714 3.417752 5.774568 0.0 0.0 0.0 0.000
H 1.687609 3.244666 3.424033 0.0 0.0 0.0 0.000
O -0.112719 -3.010186 4.142961 0.0 0.0 0.0 0.000
S 0.634830 -3.559363 3.047038 0.0 0.0 0.1 0.006
O 0.054662 -4.654046 2.324546 0.1 0.0 -0.1 0.000
N 1.097211 -2.351316 2.014611 -0.3 -0.3 0.2 0.022
C 2.396960 -2.175826 2.004944 -0.1 0.1 -0.1 -0.002
S 2.958053 -0.952463 0.992017 0.0 -0.1 0.1 -0.011
C 3.158540 -3.079887 2.892331 0.1 -0.1 0.1 0.000
C 4.523617 -3.154520 3.109880 -0.1 0.0 0.0 0.000
C 4.988477 -4.108709 4.004891 0.0 0.0 0.0 0.000
C 4.111210 -4.964479 4.661263 -0.1 0.0 0.0 0.000
C 2.738952 -4.890675 4.441586 0.1 0.0 0.0 0.001
C 2.295266 -3.937454 3.553311 0.0 0.0 0.0 0.002
H 5.200266 -2.487049 2.593810 0.0 0.0 0.0 0.000
H 6.049993 -4.189524 4.195761 0.0 0.0 0.0 0.000
H 4.502629 -5.698829 5.352314 0.0 0.0 0.0 0.000
H 2.051723 -5.553671 4.947818 0.0 0.0 0.0 0.000
```
Forces are in eV/Å.

The calculation puts the molecular weight at 719.67 g mol⁻¹. The LUMO energy (alpha / beta) comes out at -0.25 / -0.24 eV. The spin multiplicity is 2. The energy above the lowest of the compared OMol25 structures with the same formula, charge and spin comes out at 0.0 kJ/mol. As for the gap between HOMO and LUMO (alpha / beta): 7.1 / 7.0 eV. As for the charge: 0. The value obtained for the total energy is -4549.8656 hartree.


DFT (wB97M-V/def2-TZVPD) results for a molecular structure, CH4AuO at a distorted geometry.

XYZ file:
```
7
Properties=species:S:1:pos:R:3:forces:R:3:lowdin_spin:R:1
O 2.388507 0.746190 -0.156954 8.6 -4.1 -0.2 1.259
Au 0.938011 1.569345 -0.130428 -7.9 4.9 0.1 0.582
H 0.512792 -0.219184 -0.023778 -2.2 -1.0 -0.1 0.031
C -0.684602 -0.430674 0.057091 0.6 -0.4 0.1 0.112
H -0.802676 -0.730233 1.105101 0.0 -0.1 -0.4 0.005
H -1.474790 0.293757 -0.165532 0.5 0.6 0.0 0.000
H -0.877243 -1.229200 -0.685501 0.5 0.2 0.5 0.010
```
Forces are in eV/Å.

The calculation puts the molecular weight at 229.01 g mol⁻¹. The LUMO energy (alpha / beta) comes out at -7.03 / -8.43 eV. The spin multiplicity is 3. As for the gap between HOMO and LUMO (alpha / beta): 9.3 / 8.1 eV. As for the charge: +1. The value obtained for the total energy is -250.8665 hartree.


DFT (wB97M-V/def2-TZVPD) results for a molecular structure, C24H34N4O2S2 at a distorted geometry.

XYZ file:
```
66
Properties=species:S:1:pos:R:3:forces:R:3:mulliken_charge:R:1
C 1.039363 -0.492194 3.297397 -1.2 1.1 -0.7 -0.944
C 0.402977 0.422904 2.472762 0.9 -1.7 0.0 -0.191
C 0.517014 0.223868 0.895975 1.8 0.7 1.2 2.120
C 1.445895 1.327047 0.297352 1.7 0.5 -1.5 0.865
C 1.005161 2.781096 0.292342 2.5 1.3 -0.4 0.255
C -0.395594 3.282335 0.821050 0.0 -0.1 -1.9 -0.150
C -1.352639 3.341651 -0.479684 -0.4 -1.0 -0.1 -0.804
C -2.501597 2.251198 -0.472849 -0.4 0.1 -0.2 0.175
C -3.663102 2.541984 0.556947 0.1 0.7 -0.6 -0.634
C -4.796550 1.439700 0.626150 0.9 0.0 -0.1 -0.799
C -4.290857 -0.052661 0.702168 -0.8 -0.8 0.8 -0.663
C -3.333816 -0.364320 1.918917 1.4 1.0 -0.4 0.440
S -3.451981 -2.114180 2.499921 0.8 -0.7 -0.3 -0.288
C -1.820258 -2.849632 2.642749 4.4 -2.0 2.6 0.417
N -1.241148 -3.418267 3.778632 -2.3 1.7 -1.3 -0.276
N -0.012125 -3.872882 3.517677 1.2 -0.1 -2.8 -0.454
C 0.285371 -3.659690 2.191926 -3.6 0.5 4.3 -0.008
O -0.840491 -3.050157 1.699946 0.1 0.8 -2.9 -0.050
C 1.899882 3.807307 -0.229072 0.0 -1.4 0.3 -1.093
C 3.264568 3.484562 -0.768187 0.1 -1.8 0.1 0.475
N 4.250432 4.311723 -1.262015 -0.6 -2.6 0.5 -0.749
S 5.524636 3.312441 -1.695547 -1.8 -0.2 0.8 0.146
N 4.962120 1.796261 -1.313522 -2.5 2.2 0.8 -0.581
C 3.686126 2.020952 -0.798595 0.1 0.0 0.2 0.987
C 2.755587 0.949635 -0.260539 -2.1 1.5 1.2 -0.171
O 3.109088 -0.420450 -0.274787 -0.7 2.2 -1.4 -0.523
C 3.248370 -0.773466 -1.681117 1.3 -1.3 -1.1 -0.908
C 2.560083 -2.140118 -2.100156 -1.4 1.0 -0.1 -0.217
C 2.053901 -1.930119 -3.608653 1.4 0.1 0.4 -1.504
C 1.280085 -2.532068 -1.247283 -0.1 -1.5 -0.6 1.379
C -0.039347 -1.762079 -1.645892 -0.1 0.7 0.5 -1.621
C 0.994687 -4.094899 -1.565539 -0.1 0.8 0.1 -1.381
H 0.450370 -0.829044 4.194316 1.5 1.0 -0.1 0.246
H 2.057622 -0.909709 3.056589 -1.7 -0.4 -0.2 0.339
H -0.178559 1.248759 2.951972 -0.3 -1.3 -0.7 0.268
H 1.016864 -0.780258 0.776248 -0.6 1.3 0.0 -0.978
H -0.484962 0.133905 0.404643 0.8 0.4 0.6 -1.020
H -0.857165 2.585731 1.565510 0.6 0.8 -0.5 -0.357
H -0.343392 4.349415 1.185750 0.3 -1.4 0.0 0.584
H -0.735854 3.138987 -1.407526 -0.6 0.4 1.1 0.422
H -1.849180 4.340597 -0.609234 0.6 -0.8 0.2 0.381
H -2.101596 1.217868 -0.285192 -0.1 1.0 -0.2 -0.418
H -2.933146 2.229637 -1.523050 0.3 -0.1 1.2 0.393
H -3.217741 2.802501 1.563698 -0.5 -0.6 -0.9 0.306
H -4.166214 3.497563 0.202624 0.5 -1.0 0.5 0.365
H -5.418425 1.667984 1.542357 0.4 -0.3 -1.1 0.288
H -5.407923 1.519494 -0.324403 0.4 0.0 1.2 0.329
H -3.824560 -0.436514 -0.249779 -0.4 0.6 0.9 0.245
H -5.215731 -0.695105 0.857103 1.0 0.7 -0.3 0.495
H -3.494668 0.298805 2.816069 -0.1 -0.7 -1.0 0.468
H -2.259707 -0.191270 1.608103 -1.1 -0.2 0.4 -0.637
H 1.219678 -3.924536 1.655695 -1.3 0.5 0.2 0.423
H 1.615113 4.895942 -0.237043 0.2 -1.4 0.1 0.310
H 4.363667 -0.867749 -1.873999 -1.3 0.1 0.1 0.276
H 2.884262 0.017182 -2.394875 0.1 -0.5 1.2 0.351
H 3.295176 -2.985522 -2.025424 -0.7 0.8 -0.1 0.545
H 1.452977 -2.813360 -3.954426 0.7 1.0 0.1 0.383
H 1.483511 -0.962191 -3.723990 0.4 -1.2 0.3 0.317
H 2.992312 -1.795622 -4.225207 -1.1 -0.4 0.3 0.401
H 1.532094 -2.496512 -0.155738 -0.4 0.4 -1.0 0.007
H 0.120501 -0.654947 -1.827465 0.0 -1.2 0.1 0.262
H -0.488882 -2.212043 -2.570121 0.5 0.5 0.7 0.549
H -0.838223 -1.823525 -0.842988 1.0 -0.2 -0.8 0.166
H 1.568378 -4.393220 -2.485424 -0.6 0.1 0.9 0.437
H 1.329410 -4.729409 -0.702017 -0.4 0.4 -0.9 0.266
H -0.111846 -4.211317 -1.771251 1.3 -0.3 0.4 0.340
```
Forces are in eV/Å.

The calculation puts the molecular weight at 474.70 g mol⁻¹. The LUMO energy comes out at -0.84 eV. The spin multiplicity is 1. The energy above the lowest of the compared OMol25 structures with the same formula, charge and spin comes out at 772.2 kJ/mol. As for the gap between HOMO and LUMO: 7.5 eV. As for the charge: 0. The value obtained for the total energy is -2100.5269 hartree.


DFT (wB97M-V/def2-TZVPD) results for a single C5H8O molecule.

XYZ file:
```
14
Properties=species:S:1:pos:R:3:forces:R:3:mulliken_charge:R:1
C -2.110693 -0.542277 1.354055 -0.2 0.0 0.1 -1.000
C -0.924712 -0.936225 0.608696 0.3 0.1 -0.4 0.440
C -0.063244 -0.922912 -0.233208 -0.6 0.3 0.3 -0.336
C 0.467259 -0.337060 -1.471703 -0.2 -0.2 -0.3 -0.251
O 1.637503 0.431131 -1.366928 0.2 -0.1 -0.2 -0.359
C 1.933436 0.966391 -0.099567 0.2 0.1 0.2 -0.624
H -2.058336 0.541808 1.503249 -0.1 -0.2 0.1 0.250
H -2.987724 -0.738430 0.729024 0.0 -0.1 0.2 0.267
H -2.234004 -1.029671 2.317316 0.0 -0.1 0.0 0.309
H -0.379728 0.295981 -1.781203 0.3 0.1 -0.2 0.247
H 0.620556 -1.080435 -2.256098 0.1 0.0 0.1 0.269
H 2.382065 0.202597 0.545711 -0.1 0.1 0.0 0.269
H 2.656419 1.766103 -0.268035 0.0 -0.1 0.0 0.246
H 1.061203 1.382999 0.418690 0.0 0.0 -0.2 0.273
```
Forces are in eV/Å.

The calculation puts the molecular weight at 84.12 g mol⁻¹. The LUMO energy comes out at 0.93 eV. The spin multiplicity is 1. The energy above the lowest of the compared OMol25 structures with the same formula, charge and spin comes out at 300.6 kJ/mol. As for the gap between HOMO and LUMO: 10.1 eV. As for the charge: 0. As for the SMILES: CC#CCOC. The value obtained for the total energy is -270.4434 hartree.


DFT (wB97M-V/def2-TZVPD) results for a single C5H7NO molecule.

XYZ file:
```
14
Properties=species:S:1:pos:R:3:forces:R:3:mulliken_charge:R:1
O -2.837318 -0.531152 -0.800311 0.2 0.3 0.2 -0.549
C -2.385283 0.451013 -0.245788 -0.1 -0.1 0.0 0.036
N -1.264470 0.460092 0.526866 -0.1 0.1 -0.1 -0.168
C -0.380844 -0.701778 0.573354 0.0 -0.1 0.1 -0.528
C 0.660763 -0.611646 -0.511761 0.0 0.1 -0.1 -0.588
C 1.799629 0.130265 -0.310895 0.0 0.5 0.0 0.015
C 2.962871 0.545871 -0.045873 -0.4 0.0 0.0 -0.406
H -2.870267 1.444191 -0.299337 0.0 -0.1 0.0 0.338
H -0.869468 1.358585 0.766835 -0.1 -0.1 0.0 0.238
H -1.022776 -1.576112 0.448465 0.2 0.1 0.0 0.284
H 0.084456 -0.745016 1.563399 0.0 0.0 -0.2 0.333
H 2.349792 -0.942770 -0.161620 0.0 0.0 0.0 0.384
H 0.347795 -0.803348 -1.535425 0.2 -0.2 0.2 0.344
H 3.425119 1.521802 0.032095 0.2 -0.3 0.0 0.267
```
Forces are in eV/Å.

The calculation puts the molecular weight at 97.12 g mol⁻¹. The LUMO energy (alpha / beta) comes out at 0.45 / 0.45 eV. The spin multiplicity is 1. The energy above the lowest of the compared OMol25 structures with the same formula, charge and spin comes out at 548.9 kJ/mol. As for the gap between HOMO and LUMO (alpha / beta): 8.4 / 8.4 eV. As for the charge: 0. The value obtained for the total energy is -324.5154 hartree.


DFT (wB97M-V/def2-TZVPD) results for a molecular structure, CHBiLiO2 at a distorted geometry.

XYZ file:
```
6
Properties=species:S:1:pos:R:3:forces:R:3:mulliken_charge:R:1
H 0.914611 1.977258 -1.732516 1.3 3.2 -3.5 0.379
O 0.237220 1.522861 -1.261722 2.8 -0.1 1.9 -0.165
C 1.040571 0.954938 -0.457516 -1.1 -2.7 1.6 0.855
O 1.360287 0.132569 0.256728 0.9 1.9 -0.8 0.101
Li -1.623700 1.124460 -1.988546 -1.4 1.0 -2.1 0.857
Bi -1.291293 -0.342359 0.078181 -2.5 -3.3 2.9 0.974
```
Forces are in eV/Å.

The calculation puts the molecular weight at 260.94 g mol⁻¹. The LUMO energy (alpha / beta) comes out at -18.49 / -18.49 eV. The spin multiplicity is 1. As for the gap between HOMO and LUMO (alpha / beta): 5.9 / 5.9 eV. As for the charge: +3. The value obtained for the total energy is -409.7880 hartree.